No. 1
63
Properties=species:S:1:pos:R:3 method="wB97M-V/def2-TZVPD" homo_ev=-8.566 homo_lumo_gap_ev=9.23 multiplicity=1 smiles="CCCN1CCN(C(=O)CN2C(=O)COc3ccc(S(=O)(=O)N(CC)CC)cc32)CC1" lumo_energy_ha=0.02443
C -7.80 -1.94 0.47
C -6.75 -1.05 -0.19
C -5.58 -0.77 0.75
N -4.71 0.28 0.25
C -3.86 0.84 1.28
C -3.12 2.05 0.73
N -2.32 1.66 -0.41
C -0.99 1.76 -0.55
O -0.40 1.37 -1.54
C -0.23 2.44 0.60
N 1.16 2.62 0.25
C 1.55 3.84 -0.20
O 0.82 4.80 -0.22
C 2.99 3.89 -0.70
O 3.89 3.06 0.00
C 3.43 1.81 0.24
C 4.35 0.79 0.46
C 3.92 -0.50 0.70
C 2.56 -0.76 0.71
S 1.95 -2.44 0.86
O 0.69 -2.42 1.53
O 3.00 -3.26 1.40
N 1.69 -2.79 -0.75
C 0.39 -3.29 -1.16
C -0.64 -2.17 -1.17
C 2.86 -3.22 -1.49
C 3.19 -4.70 -1.32
C 1.63 0.24 0.53
C 2.05 1.54 0.32
C -3.12 1.03 -1.44
C -3.89 -0.16 -0.86
H -8.21 -1.45 1.36
H -7.35 -2.89 0.78
H -8.61 -2.15 -0.21
H -6.40 -1.55 -1.10
H -7.20 -0.10 -0.48
H -5.99 -0.42 1.70
H -5.03 -1.70 0.95
H -4.49 1.15 2.12
H -3.13 0.10 1.65
H -2.51 2.50 1.51
H -3.86 2.79 0.39
H -0.63 3.45 0.75
H -0.31 1.86 1.52
H 2.97 3.62 -1.77
H 3.36 4.91 -0.61
H 5.40 1.04 0.43
H 4.61 -1.30 0.88
H 0.06 -4.09 -0.48
H 0.50 -3.70 -2.16
H -1.56 -2.53 -1.63
H -0.85 -1.87 -0.15
H -0.28 -1.31 -1.72
H 3.69 -2.61 -1.12
H 2.70 -2.97 -2.54
H 3.36 -4.91 -0.27
H 4.08 -4.94 -1.88
H 2.37 -5.32 -1.68
H 0.59 -0.03 0.57
H -2.45 0.71 -2.24
H -3.83 1.77 -1.83
H -4.53 -0.57 -1.64
H -3.17 -0.94 -0.55

No. 2
16
Properties=species:S:1:pos:R:3 method="wB97M-V/def2-TZVPD" homo_ev=-4.066 homo_lumo_gap_ev=6.84 multiplicity=1 charge=-1 lumo_energy_ha=0.10209
C 3.18 -0.34 -0.36
C 0.30 0.71 1.93
C 0.10 0.38 -2.40
O 2.42 -1.06 -0.82
O -2.00 1.45 -0.92
O -0.83 0.68 1.17
O 0.34 0.65 -1.04
P -0.72 1.57 -0.19
S 4.02 0.78 0.22
S 0.12 3.37 0.11
H 0.38 -0.20 2.60
H 0.38 1.59 2.62
H 1.14 0.73 1.40
H -0.80 1.08 -2.69
H 0.06 -0.68 -2.47
H 0.77 0.92 -3.10

No. 3
77
Properties=species:S:1:pos:R:3 method="wB97M-V/def2-TZVPD" homo_ev="-10.880 / -10.879" homo_lumo_gap_ev="8.78 / 8.77" multiplicity=1 charge=+1 lumo_energy_ha="-0.07727 / -0.07759"
Fe 0.20 -0.18 -0.15
C 5.25 1.15 1.12
C 4.22 0.39 0.37
C 4.38 -0.59 -0.59
C 3.08 -0.97 -0.96
N 2.20 -0.26 -0.26
N 2.89 0.58 0.56
B 2.13 1.53 1.52
N 1.22 2.41 0.63
N 0.43 1.78 -0.26
C -0.17 2.70 -1.01
C 0.20 3.97 -0.55
C 1.10 3.74 0.48
C 1.83 4.72 1.33
C -1.10 2.26 -2.05
C -0.94 1.00 -2.63
C -1.85 0.51 -3.55
C -2.93 1.30 -3.93
C -3.07 2.57 -3.40
C -2.16 3.05 -2.47
N 1.25 0.63 2.41
N 0.49 -0.28 1.80
C -0.11 -1.03 2.71
C 0.25 -0.55 3.98
C 1.13 0.50 3.75
C 1.84 1.37 4.72
C -0.99 -2.10 2.26
C -0.78 -2.67 1.00
C -1.65 -3.62 0.49
C -2.75 -4.02 1.25
C -2.94 -3.50 2.52
C -2.07 -2.54 3.02
C 2.66 -1.98 -1.95
C 3.63 -2.71 -2.63
C 3.27 -3.67 -3.56
C 1.94 -3.93 -3.83
C 0.96 -3.21 -3.16
C 1.33 -2.25 -2.23
H 6.24 0.83 0.81
H 5.17 2.22 0.94
H 5.17 0.99 2.20
H 5.31 -0.97 -0.96
H 2.87 2.20 2.17
H -0.09 4.93 -0.95
H 1.51 5.73 1.08
H 1.64 4.55 2.38
H 2.91 4.66 1.17
H -0.04 0.42 -2.42
H -1.70 -0.46 -4.00
H -3.65 0.92 -4.64
H -3.89 3.20 -3.72
H -2.28 4.04 -2.05
H -0.04 -0.94 4.94
H 1.52 1.13 5.73
H 2.92 1.24 4.66
H 1.62 2.43 4.54
H 0.13 -2.44 0.45
H -1.46 -4.06 -0.48
H -3.43 -4.76 0.86
H -3.77 -3.83 3.12
H -2.23 -2.12 4.01
H 4.68 -2.53 -2.44
H 4.04 -4.23 -4.08
H 1.66 -4.68 -4.56
H -0.09 -3.40 -3.36
H 0.53 -1.70 -1.73
C -4.94 -1.18 -0.40
N -4.25 0.02 0.07
C -4.93 1.30 0.29
C -2.94 0.00 0.07
N -1.79 -0.02 0.08
H -6.01 -0.98 -0.39
H -4.73 -2.02 0.25
H -4.64 -1.43 -1.42
H -6.00 1.12 0.26
H -4.67 2.03 -0.48
H -4.67 1.71 1.27

No. 4
8
Properties=species:S:1:pos:R:3 method="wB97M-V/def2-TZVPD" homo_ev=-17.375 homo_lumo_gap_ev=13.31 multiplicity=1 charge=+1 lumo_energy_ha=-0.14940
O 0.71 -2.20 -1.15
H 1.53 -2.75 -1.15
H 0.46 -2.12 -2.09
N 0.00 0.00 0.00
H -0.15 0.67 -0.78
H 0.63 0.43 0.71
H 0.44 -0.87 -0.37
H -0.91 -0.23 0.44

No. 5
102
Properties=species:S:1:pos:R:3 method="wB97M-V/def2-TZVPD" homo_ev=-8.938 homo_lumo_gap_ev=9.54 multiplicity=1 smiles="O=S1(=O)C[C@H](CCCI)CCO1.c1ccncc1.c1ccncc1.c1ccncc1.c1ccncc1.c1ccncc1.c1ccncc1.c1ccncc1" lumo_energy_ha=0.02200
O 3.84 1.46 -2.00
S 4.30 0.74 -0.87
O 4.88 1.54 0.15
C 2.93 -0.16 -0.18
C 2.43 -1.10 -1.28
C 1.06 -1.70 -0.95
C -0.04 -0.84 -1.57
C -1.30 -0.78 -0.73
I -2.43 0.97 -1.28
C 3.54 -2.10 -1.53
C 4.70 -1.39 -2.18
O 5.30 -0.41 -1.30
H 2.16 0.53 0.15
H 3.28 -0.76 0.65
H 2.34 -0.50 -2.18
H 1.02 -2.73 -1.31
H 0.94 -1.69 0.13
H -0.25 -1.15 -2.59
H 0.35 0.17 -1.65
H -1.95 -1.60 -0.98
H -1.09 -0.75 0.33
H 3.20 -2.92 -2.15
H 3.90 -2.56 -0.60
H 4.38 -0.96 -3.13
H 5.47 -2.12 -2.38
C -8.15 0.24 -0.83
C -8.60 -0.55 0.21
C -7.69 -0.92 1.19
N -6.41 -0.56 1.19
C -6.00 0.21 0.17
C -6.82 0.63 -0.85
H -8.83 0.56 -1.62
H -9.63 -0.88 0.27
H -8.00 -1.54 2.03
H -4.95 0.49 0.19
H -6.43 1.26 -1.65
C 8.52 -0.40 2.10
C 8.71 -0.60 3.46
C 7.67 -0.28 4.32
N 6.51 0.22 3.91
C 6.34 0.41 2.61
C 7.31 0.12 1.66
H 9.30 -0.64 1.39
H 9.63 -1.01 3.84
H 7.77 -0.43 5.39
H 5.39 0.83 2.31
H 7.12 0.29 0.61
C -4.23 4.41 3.88
C -4.95 3.23 3.75
C -4.98 2.61 2.51
N -4.36 3.09 1.43
C -3.68 4.23 1.57
C -3.58 4.92 2.76
H -4.18 4.93 4.83
H -5.47 2.80 4.59
H -5.52 1.69 2.36
H -3.19 4.59 0.67
H -3.01 5.84 2.82
C -9.90 -2.69 6.71
C -9.25 -3.77 6.13
C -9.02 -3.74 4.76
N -9.40 -2.74 3.97
C -10.02 -1.71 4.54
C -10.29 -1.64 5.90
H -10.10 -2.67 7.77
H -8.93 -4.62 6.72
H -8.52 -4.57 4.27
H -10.31 -0.91 3.87
H -10.80 -0.78 6.31
C 1.98 3.48 4.49
C 0.97 2.54 4.35
C 1.31 1.21 4.20
N 2.57 0.77 4.17
C 3.54 1.68 4.30
C 3.30 3.04 4.46
H 1.75 4.53 4.61
H -0.07 2.84 4.36
H 0.55 0.45 4.09
H 4.56 1.29 4.27
H 4.12 3.73 4.56
C -0.11 -0.18 -7.94
C 0.51 -1.25 -7.33
C 0.57 -1.26 -5.94
N 0.08 -0.30 -5.17
C -0.51 0.73 -5.78
C -0.64 0.83 -7.16
H -0.19 -0.13 -9.02
H 0.93 -2.06 -7.90
H 1.05 -2.08 -5.42
H -0.91 1.50 -5.13
H -1.13 1.69 -7.60
C 7.88 -1.38 -6.11
C 6.98 -2.19 -6.79
C 5.65 -1.81 -6.84
N 5.18 -0.71 -6.26
C 6.05 0.06 -5.61
C 7.40 -0.23 -5.51
H 8.92 -1.64 -6.06
H 7.31 -3.10 -7.28
H 4.92 -2.42 -7.36
H 5.64 0.95 -5.15
H 8.06 0.43 -4.97

No. 6
21
Properties=species:S:1:pos:R:3 method="wB97M-V/def2-TZVPD" homo_ev=-8.267 homo_lumo_gap_ev=9.15 multiplicity=1 smiles="C#Cc1ccco1.C=C=CC" lumo_energy_ha=0.03239
C 0.45 2.04 -1.48
C 0.54 0.82 -1.47
C 0.88 -0.56 -1.20
C 2.20 -0.94 -1.00
C 2.11 -2.29 -0.69
C 0.76 -2.66 -0.83
O 0.00 -1.56 -1.14
H 0.31 3.03 -1.75
H 2.97 -0.24 -1.19
H 2.95 -2.87 -0.35
H 0.38 -3.60 -0.63
C 0.55 1.17 1.66
C -0.53 0.56 1.32
C -1.64 0.12 0.89
C -2.76 1.08 0.90
H 1.19 1.89 1.06
H 0.74 1.02 2.72
H -1.77 -0.94 0.60
H -3.31 1.12 -0.01
H -3.54 0.73 1.57
H -2.46 2.09 1.02

No. 7
72
Properties=species:S:1:pos:R:3 method="wB97M-V/def2-TZVPD" homo_ev=-13.402 homo_lumo_gap_ev=3.57 multiplicity=1 charge=+2 lumo_energy_ha=-0.36133
Tl 21.89 -7.35 -27.84
F 22.57 -7.92 -25.13
C 16.43 -6.43 -28.16
S 17.82 -7.38 -28.96
O 19.05 -7.00 -28.14
C 17.39 -9.09 -28.39
H 16.61 -6.58 -27.10
H 15.50 -6.85 -28.54
H 16.56 -5.42 -28.54
H 16.39 -9.30 -28.76
H 17.49 -9.07 -27.31
H 18.06 -9.76 -28.92
C 21.38 -4.08 -32.35
S 21.03 -5.77 -31.63
O 21.69 -6.16 -30.32
C 19.20 -5.91 -31.60
H 22.39 -3.95 -32.72
H 21.16 -3.31 -31.61
H 20.65 -3.89 -33.14
H 19.02 -6.97 -31.49
H 18.84 -5.62 -32.59
H 18.80 -5.33 -30.77
C 20.06 -2.58 -26.39
S 19.47 -3.81 -27.64
O 20.65 -4.68 -28.05
C 19.36 -2.54 -29.01
H 20.64 -3.11 -25.64
H 19.22 -2.05 -25.94
H 20.63 -1.79 -26.89
H 18.93 -3.10 -29.84
H 20.31 -2.07 -29.22
H 18.54 -1.91 -28.68
C 24.88 -5.22 -31.26
S 25.35 -5.62 -29.52
O 24.24 -6.57 -29.12
C 26.73 -6.80 -29.88
H 24.34 -4.28 -31.14
H 24.42 -6.06 -31.77
H 25.78 -4.88 -31.78
H 27.56 -6.25 -30.32
H 26.35 -7.45 -30.67
H 27.07 -7.37 -29.02
C 21.22 -11.22 -25.37
S 19.73 -10.56 -26.14
O 20.15 -9.57 -27.19
C 19.24 -12.11 -27.08
H 21.08 -12.19 -24.91
H 21.67 -10.43 -24.78
H 21.90 -11.29 -26.23
H 18.50 -12.03 -27.88
H 18.93 -12.97 -26.48
H 20.12 -12.27 -27.70
C 18.54 -5.71 -23.79
S 19.03 -7.32 -24.56
O 19.96 -6.97 -25.69
C 20.14 -7.86 -23.23
H 17.94 -5.01 -24.37
H 19.53 -5.30 -23.58
H 18.00 -6.05 -22.91
H 19.61 -8.17 -22.33
H 20.78 -7.02 -22.98
H 20.66 -8.77 -23.52
C 22.45 -8.82 -32.37
S 21.34 -9.73 -31.23
O 20.83 -8.77 -30.18
C 19.99 -10.10 -32.38
H 23.05 -8.12 -31.80
H 21.78 -8.20 -32.97
H 23.07 -9.48 -32.96
H 20.24 -10.82 -33.16
H 19.84 -9.15 -32.90
H 19.23 -10.42 -31.67

No. 8
17
Properties=species:S:1:pos:R:3 method="wB97M-V/def2-TZVPD" homo_ev=-8.173 homo_lumo_gap_ev=9.24 multiplicity=1 smiles="C1=C2C[C@H]2[C@H]2C[C@@H]12.[H][H]" lumo_energy_ha=0.03936
C -0.06 -0.63 -1.22
C -0.92 0.31 -0.90
C -1.42 1.12 0.17
C -0.03 1.40 -0.31
C 1.29 0.78 0.08
C 1.30 -0.50 0.84
C 1.31 -0.54 -0.67
H -0.42 -1.48 -1.73
H -2.16 1.89 -0.01
H -1.56 0.61 1.10
H 0.05 2.32 -0.88
H 2.17 1.42 0.13
H 2.23 -0.75 1.34
H 0.40 -0.82 1.37
H 2.18 -0.97 -1.17
H -2.33 -2.22 1.24
H -2.04 -1.93 0.61

No. 9
120
Properties=species:S:1:pos:R:3 method="wB97M-V/def2-TZVPD" homo_ev=-4.926 homo_lumo_gap_ev=6.85 multiplicity=1 charge=-1 lumo_energy_ha=0.07082
Ca -0.92 0.24 -0.46
C -0.87 7.27 -2.32
C 0.61 6.88 -2.21
C 1.32 7.22 -3.51
C 2.74 6.66 -3.52
C 2.65 5.17 -3.39
C 3.52 4.33 -4.04
C 3.40 2.95 -3.90
F 4.27 2.16 -4.57
C 2.44 2.40 -3.10
C 1.55 3.24 -2.43
C 0.52 2.62 -1.58
O 0.35 1.39 -1.62
C -0.20 3.55 -0.76
C -0.05 4.88 -0.96
N 0.74 5.44 -1.91
C 1.63 4.63 -2.58
C -1.20 3.15 0.36
O -1.53 4.05 1.13
O -1.60 1.95 0.34
H -0.95 8.28 -2.72
H -1.37 7.24 -1.36
H -1.38 6.58 -2.99
H 1.07 7.44 -1.39
H 1.33 8.31 -3.62
H 0.76 6.80 -4.35
H 3.30 7.08 -2.67
H 3.26 6.94 -4.43
H 4.31 4.73 -4.67
H 2.35 1.33 -2.98
H -0.61 5.55 -0.32
O -1.47 0.17 5.08
C -2.33 -0.74 4.66
O -3.08 -1.31 5.42
C -2.30 -1.06 3.21
C -3.00 -2.08 2.59
Cl -4.19 -3.09 3.24
N -2.58 -2.16 1.30
N -1.67 -1.24 1.07
C -1.48 -0.55 2.18
C -0.27 0.33 2.16
O 0.07 0.95 3.18
O 0.42 0.23 1.10
C -2.74 -3.23 0.32
C -4.17 -3.37 -0.11
C -4.48 -3.69 -1.37
C -3.45 -3.90 -2.39
C -2.17 -3.63 -2.14
C -1.70 -3.10 -0.83
H -0.88 0.54 4.36
H -4.93 -3.18 0.63
H -5.51 -3.78 -1.67
H -3.76 -4.26 -3.36
H -1.41 -3.73 -2.91
H -1.32 -2.09 -1.00
N 2.74 -1.88 0.89
P 1.43 -2.18 -0.22
C 2.36 -3.60 -1.00
C 2.77 -4.69 -0.23
C 3.41 -5.76 -0.81
C 3.68 -5.76 -2.18
C 3.30 -4.68 -2.95
C 2.64 -3.60 -2.36
C 0.32 -3.28 0.75
C -0.73 -4.02 -0.06
C -1.93 -4.53 0.78
C -1.65 -4.77 2.22
C -0.57 -4.26 2.81
C 0.38 -3.42 2.08
P 2.89 -0.74 2.19
C 4.56 -1.34 2.76
C 5.23 -2.49 2.36
C 6.42 -2.86 2.97
C 6.94 -2.11 4.00
C 6.27 -0.97 4.43
C 5.09 -0.59 3.82
C 3.59 0.78 1.38
C 3.23 2.03 1.88
C 3.73 3.19 1.30
C 4.60 3.11 0.22
C 4.97 1.87 -0.28
C 4.48 0.71 0.31
H 3.57 -1.82 0.30
H 2.57 -4.68 0.83
H 3.69 -6.62 -0.21
H 4.18 -6.60 -2.64
H 3.51 -4.67 -4.01
H 2.35 -2.75 -2.97
H -0.23 -4.77 -0.68
H -2.40 -5.39 0.31
H -2.37 -5.35 2.79
H -0.37 -4.44 3.86
H 1.14 -2.90 2.65
H 4.82 -3.11 1.57
H 6.93 -3.76 2.64
H 7.87 -2.41 4.48
H 6.66 -0.39 5.26
H 4.55 0.29 4.15
H 2.53 2.09 2.70
H 3.44 4.15 1.70
H 5.00 4.01 -0.24
H 5.64 1.79 -1.12
H 4.80 -0.25 -0.06
Br -5.86 0.05 -1.72
C -4.44 -0.31 -2.93
C -4.73 -0.53 -4.27
C -3.72 -0.86 -5.14
Br -4.17 -1.16 -6.98
C -2.39 -0.97 -4.71
C -1.30 -1.34 -5.53
C -0.03 -1.37 -5.00
C 0.15 -1.03 -3.65
N -0.85 -0.73 -2.85
C -2.10 -0.69 -3.35
C -3.14 -0.36 -2.39
O -2.87 -0.14 -1.18
H -5.75 -0.45 -4.62
H -1.47 -1.60 -6.56
H 0.82 -1.64 -5.61
H 1.13 -1.01 -3.20